# C2H3NS

A single C2H3NS molecule at a distorted geometry (ωB97M-V with the def2-TZVPD basis set, the OMol25 dataset).

XYZ file:
```
7
Properties=species:S:1:pos:R:3:lowdin_charge:R:1
C 0.02 0.45 -0.04 -0.3128
C -0.03 -0.99 0.28 -0.6020
N -0.21 1.01 -1.19 0.1035
S 0.14 -1.70 1.80 0.6327
H 0.17 1.08 0.80 0.0776
H -0.11 -1.85 -0.47 0.0592
H 0.02 1.99 -1.18 0.0418
```

Results
E_tot = -530.8825 Ha
E_HOMO (spin up / spin down) = -9.25 / -9.25 eV
Lowest unoccupied orbital energy (spin up / spin down) = -1.554 / -1.555 eV
HOMO-LUMO gap (spin up / spin down) = 0.28270 / 0.28268 hartree
Energy relative to the best compared isomer or geometry (same formula, charge and spin) = 32.8 kcal per mole